{
  "formula": "C6H7BrO",
  "method": "ωB97M-V/def2-TZVPD",
  "elements": ["H", "H", "C", "O", "H", "C", "C", "C", "H", "H", "C", "H", "Br", "H", "C"],
  "coordinates": [[2.298892, -0.700068, 0.552722], [1.162833, -1.841885, 2.618302], [-0.435673, -1.207908, 1.129931], [0.880717, 0.630960, 0.252874], [2.109644, 0.580689, 1.777737], [-0.777869, 1.355904, -1.948737], [0.694639, -1.197794, 1.795395], [-0.363704, -0.050431, -0.006792], [-1.981013, -0.379294, -1.048098], [0.299501, 1.300570, -2.042876], [-1.149854, 0.333939, -1.000830], [-1.043514, 2.292152, -1.632444], [-2.080310, -2.185836, 1.322539], [-1.227600, 1.237265, -2.917013], [1.613310, -0.168263, 1.147289]],
  "forces_ev_per_angstrom": [[1.53, -0.79, -0.49], [-1.34, 0.90, -1.30], [-1.39, 2.02, -2.29], [-2.73, -1.16, -0.57], [0.10, -0.77, 0.43], [0.93, -1.22, -1.42], [1.75, -0.34, 1.20], [1.86, -0.40, 2.26], [-0.25, 0.77, -0.50], [0.28, 0.36, -0.27], [-0.70, -2.92, 1.84], [-0.56, 2.58, 0.94], [1.16, 0.41, -0.04], [-0.20, -0.30, -0.49], [-0.43, 0.87, 0.70]],
  "mulliken_charge": [0.27, 0.33, -0.33, -0.41, 0.29, -1.18, -0.10, 0.37, 0.20, 0.31, 0.11, 0.31, -0.16, 0.35, -0.35],
  "relative_energy_kcal_mol": 50.8,
  "lumo_energy_ev": 0.78,
  "gap_ev": 9.22,
  "charge": 0,
  "energy_ha": -2882.00081
}